[1]
This record from the OMol25 dataset describes a structure of composition H35O18 in a non-equilibrium geometry. The level of theory is ωB97M-V/def2-TZVPD.

LUMO energy	1.979	eV
frontier orbital gap	9.14	eV

```
! wB97M-V def2-TZVPD RIJCOSX def2/J DEFGRID3
* xyz -1 1
H 0.68 3.11 -0.23
O -1.63 -2.71 -3.39
O 0.31 -0.59 -0.97
H -0.21 0.42 -0.95
H 3.32 -3.80 0.95
H -3.94 1.60 2.06
O 0.50 3.22 -1.16
H 4.91 -0.53 1.03
H -4.89 0.44 0.53
O 3.18 2.94 -1.95
O 0.83 -4.38 2.94
H -0.86 -2.62 -3.82
H -2.50 1.19 2.63
H 1.23 -1.85 -5.63
H -0.80 0.22 2.86
H 2.65 -1.06 2.74
H 2.74 0.10 -4.37
H -0.20 -1.14 -0.35
O -3.45 1.32 2.87
O 3.26 -0.28 2.91
H 3.46 -3.36 2.46
H 2.02 1.11 -4.76
O -5.14 -0.42 0.71
O -2.53 3.24 0.35
H 0.33 -3.93 2.25
O -4.31 1.77 -0.48
H -3.48 1.94 -0.21
H -0.83 -5.97 0.19
H 2.41 3.47 -1.57
O -1.32 1.40 -0.85
H -1.81 2.51 -0.31
O 0.62 -1.53 -4.76
H -4.39 -0.86 1.34
O -1.34 -6.08 1.00
O -0.93 4.80 2.30
H 0.44 -0.10 1.94
H 3.94 3.17 -2.20
O 3.02 -3.34 1.70
H 0.73 -3.89 3.75
H 6.26 -0.29 1.74
H -1.36 5.73 2.04
H -1.93 3.95 0.39
H -2.04 0.95 -1.33
H -1.58 -1.81 -2.89
O 2.85 0.74 -5.05
H -0.76 -5.89 1.67
O 5.81 -0.04 0.92
H 2.56 0.21 3.42
H -4.40 2.22 -1.32
H 0.15 2.38 -1.47
H -1.34 4.27 1.55
H 1.13 -1.58 -3.93
O 0.08 -0.10 2.89
*
```

[2]
This record from the OMol25 dataset describes a structure of composition H35O18 in a non-equilibrium geometry. The level of theory is ωB97M-V/def2-TZVPD.

LUMO energy	2.234	eV
frontier orbital gap	8.67	eV

```
! wB97M-V def2-TZVPD RIJCOSX def2/J DEFGRID3
* xyz -1 1
H 4.46 4.20 0.39
O 4.42 3.31 0.13
H 1.48 1.20 4.51
H -5.24 1.88 2.06
H 3.66 3.16 0.61
O 2.65 -1.80 2.83
O -0.85 -1.87 -0.20
H -0.59 3.95 -0.63
H -1.56 -1.00 1.73
H 2.46 -4.33 0.87
O -0.32 4.81 -1.05
H -0.06 -3.44 -5.22
H -2.63 -0.71 -1.26
O -4.75 1.31 1.45
H 0.43 -0.85 1.26
H -3.17 -4.79 2.26
H 1.61 4.51 -3.30
H -3.65 -0.64 -0.10
H 2.68 0.99 -0.31
H 3.62 -3.48 0.54
O 3.27 -3.94 1.32
H -1.42 -2.51 -0.18
O 1.93 2.34 1.38
H -1.24 1.46 -0.35
O 1.92 3.95 -2.66
H 2.60 -2.57 2.32
O 0.36 0.07 1.68
O 1.37 -2.70 0.31
H -4.78 1.68 0.48
H -0.06 4.60 -1.88
H -1.25 -3.41 -4.37
O -3.46 -1.17 -0.99
H -1.59 -1.01 3.29
H 2.82 0.47 -1.69
H -3.23 0.20 -4.49
H 1.34 3.20 1.21
O -0.56 -3.93 -4.68
H -3.57 1.55 -5.02
H 2.27 -1.03 2.46
O 1.66 1.96 4.07
O -3.01 0.83 -5.21
H 1.35 1.66 0.83
O -2.92 -4.85 1.40
H 2.14 -2.45 -0.19
H 1.96 1.96 3.18
H 0.34 -2.36 -0.04
O 2.48 1.08 -1.17
H -2.02 -4.38 1.35
O -2.02 -0.71 2.46
H 2.06 3.03 -3.00
H -0.42 0.16 2.26
O -1.73 0.67 -0.65
H -1.23 -0.22 -0.02
*
```

[3]
This record from the OMol25 dataset describes a cluster of 18 separate species, H37O18 in total in a non-equilibrium geometry. The level of theory is ωB97M-V/def2-TZVPD.

LUMO energy	-2.393	eV
frontier orbital gap	11.37	eV

```
! wB97M-V def2-TZVPD RIJCOSX def2/J DEFGRID3
* xyz 1 1
H 0.43 -2.08 -0.52
O -1.97 -1.58 1.55
H -2.30 0.45 4.38
O -4.55 1.79 0.61
H 2.61 2.79 0.00
O 1.77 -3.83 -0.07
H -2.43 -1.05 0.34
H 2.16 -0.25 -0.90
H 1.30 -0.66 1.37
H -4.39 2.69 0.29
O -2.57 0.30 3.47
O -1.24 1.54 -0.22
H 1.13 3.43 -1.89
H -0.23 2.58 2.38
O -2.13 3.23 2.56
H 2.06 -4.37 0.69
O -3.00 3.87 -0.09
H -5.45 1.83 0.95
O 2.89 -2.38 -3.18
H 3.58 -2.57 -3.83
H 2.76 0.49 0.26
H -0.08 -2.49 -1.87
H 0.99 -0.54 -2.39
H -0.70 1.55 0.66
H 3.45 -3.04 -0.41
O 2.31 -0.36 0.07
O 1.11 -4.37 -2.52
O 0.19 1.86 1.87
H -2.44 3.22 -0.55
O 0.51 -0.94 1.92
H 3.43 -2.36 -2.33
O -2.80 -0.36 -0.41
H -2.58 -1.47 2.29
H -2.99 4.68 -0.60
H 0.95 -4.82 -3.36
H 3.50 -1.53 -0.60
H 1.46 -4.48 -0.72
O -0.09 -1.73 -1.27
H -2.23 4.19 2.46
H -2.38 2.87 1.70
H -3.49 0.59 3.39
H 2.12 2.49 1.37
O 1.79 -0.01 -2.60
H 1.54 2.00 -2.16
H 1.68 -3.60 -2.76
H -1.11 -1.17 1.84
O 1.06 2.55 -1.50
O 2.94 2.50 0.86
H -1.92 0.22 -0.51
H -3.31 0.36 0.01
H -0.56 1.52 -0.93
H 2.32 -0.61 -3.16
H 0.80 -1.61 2.55
O 4.00 -2.34 -0.80
H 0.08 1.01 2.34
*
```

[4]
This record from the OMol25 dataset describes a cluster of 2 separate species, H3INP in total in a non-equilibrium geometry. The level of theory is ωB97M-V/def2-TZVPD.

LUMO energy (spin up / spin down)	-0.962 / -1.366	eV
frontier orbital gap (spin up / spin down)	8.49 / 7.11	eV

```
! wB97M-V def2-TZVPD RIJCOSX def2/J DEFGRID3
* xyz 0 1
I 2.61 0.10 -0.36
H 1.03 1.05 1.26
H -1.90 0.36 0.06
H -1.12 -0.60 -1.50
N 1.10 0.06 0.85
P -1.70 -0.97 -0.31
*
```

no.,E (eV)
1,-37420.9336
2,-37421.0929
3,-37453.4319
4,-18923.9783